Entry 1:
# C6H27N5O2PRbTi

C6H27N5O2PRbTi as an isolated structure in a non-equilibrium geometry (ωB97M-V with the def2-TZVPD basis set, OMol25).

```
43
Properties=species:S:1:pos:R:3:forces:R:3:lowdin_charge:R:1
Ti -3.5098 0.8565 0.6704 -5.0 -4.1 0.1 1.00
Rb -1.4300 1.3323 -1.3224 -8.9 3.1 -10.9 1.36
N -3.3309 3.1514 1.7459 -4.8 4.9 3.4 0.26
H -4.0251 3.0020 1.0276 -1.5 0.3 -0.1 0.11
H -3.0009 4.0976 1.6200 -1.0 0.6 0.8 0.15
H -2.5601 2.5441 1.5069 0.6 -0.5 3.1 -0.20
H -3.6148 2.9946 2.7024 -0.8 0.3 0.5 0.18
N -1.3419 3.7699 0.2162 2.5 8.1 -2.3 0.26
H -0.3339 3.8033 0.2699 0.8 -0.3 0.6 0.18
H -1.8674 3.0143 0.6323 1.3 -0.6 -1.7 -0.16
H -1.5129 4.0651 -0.7344 -0.5 0.0 -0.7 0.15
H -1.6913 4.5645 0.7325 1.0 1.3 -0.1 0.15
O -2.0169 1.8943 0.8195 5.6 -8.2 0.7 -0.55
H -1.1315 1.4886 0.7432 0.6 -0.1 1.1 0.02
O 0.2099 0.6713 -0.5874 8.2 -1.9 4.6 -0.79
P 0.7410 -0.7078 -0.5392 6.1 -6.2 1.4 0.64
N 0.6054 -1.6947 -1.9709 -0.1 1.0 1.3 -0.29
C 1.5436 -1.7009 -3.1382 0.3 0.1 0.6 -0.05
C -0.6417 -2.3711 -2.3434 -0.8 0.4 2.0 -0.10
N 0.0913 -1.5168 0.8207 -0.6 -1.6 -2.6 -0.30
C -0.1447 -3.0280 0.8995 -0.1 1.7 -0.7 -0.04
C -0.3732 -0.7919 1.9741 1.2 0.3 -0.6 -0.09
N 2.4462 -0.6787 -0.1001 -1.2 0.7 -1.9 -0.28
C 3.3673 -1.7926 0.4112 -1.5 1.2 0.0 -0.03
C 3.0365 0.7055 0.0020 -0.8 -1.2 0.9 -0.09
H 2.2888 -0.9075 -3.0812 0.1 -0.3 0.3 0.09
H 1.0228 -1.5660 -4.0862 -0.4 0.1 0.2 0.09
H 1.9776 -2.7005 -3.1634 0.4 0.2 -0.1 0.10
H -1.3197 -1.6038 -2.7172 -0.4 -0.5 -0.7 0.07
H -1.0859 -2.7891 -1.4400 -0.3 0.3 0.2 0.05
H -0.5849 -3.2894 -2.9279 0.6 0.6 -0.7 0.12
H -1.2291 -3.0994 0.8160 0.0 -0.8 0.5 0.08
H 0.2727 -3.5375 0.0310 0.2 0.1 0.2 0.08
H 0.2900 -3.4167 1.8204 -0.2 0.0 -0.1 0.10
H 0.5098 -0.3476 2.4333 -0.2 0.0 0.7 0.11
H -0.9679 0.0563 1.6350 -0.6 -0.2 0.5 0.02
H -0.9037 -1.4657 2.6469 0.0 0.3 0.0 0.11
H 2.8942 -2.7745 0.4280 -0.3 0.2 0.0 0.07
H 4.2956 -1.8963 -0.1506 -0.2 0.4 -0.2 0.09
H 3.5542 -1.4452 1.4273 0.4 -0.5 0.1 0.09
H 2.8626 0.9961 1.0381 -0.1 0.6 0.1 0.07
H 2.4871 1.3429 -0.6908 0.6 0.2 0.1 0.06
H 4.1217 0.7711 -0.0774 -0.1 -0.4 -0.8 0.10
```
Positions in Å, forces in eV/Å.

HOMO-LUMO gap (spin up / spin down): 5.80 / 4.95 eV
F_max: 14.5 eV/A
HOMO energy (spin up / spin down): -16.33 / -16.33 eV
total charge: +3
multiplicity: 4

=====

Entry 2:
# C5H9N3O

C5H9N3O in the gas phase in a non-equilibrium geometry (ωB97M-V with the def2-TZVPD basis set, OMol25).

```
18
Properties=species:S:1:pos:R:3:forces:R:3:nbo_charge:R:1
C 0.8401 -1.9837 0.5521 -1.0 -0.7 -1.3 -0.26
O -0.3471 -1.1686 0.5989 0.8 -0.9 -0.6 -0.51
C -0.2005 0.1713 0.6664 -2.9 0.3 -1.5 0.23
C -1.4150 0.6603 1.4551 -0.9 1.1 1.1 -0.65
C -0.1848 1.1198 -0.9658 0.4 0.3 3.5 -0.24
C 1.1796 0.9587 -1.5125 -3.1 -0.4 -0.5 0.04
N 1.0558 0.2476 -2.5817 1.6 -0.5 0.8 -0.30
N -0.2903 -0.1445 -2.6580 0.0 -0.5 -2.7 -0.02
N -1.0301 0.4558 -1.8887 -0.4 0.4 2.2 -0.17
H 0.5398 -2.9594 0.9633 0.2 0.4 0.0 0.20
H 1.6057 -1.5473 1.1584 0.7 0.3 0.3 0.17
H 1.1584 -2.1686 -0.5109 -0.1 0.4 1.0 0.20
H 0.6887 0.4945 1.1052 1.7 0.5 0.6 0.16
H -2.4405 0.4610 0.9440 2.0 -0.1 1.0 0.25
H -1.3582 1.7803 1.5577 -0.1 -1.0 0.0 0.20
H -1.3314 0.2478 2.5647 -0.5 0.6 -2.4 0.23
H -0.5068 2.0468 -0.4136 0.3 -0.7 -1.3 0.25
H 2.0364 1.3282 -1.0345 1.3 0.4 0.0 0.21
```
Positions in Å, forces in eV/Å.

energy above the lowest of the compared OMol25 structures with the same formula, charge and spin: 4.720 eV
HOMO-LUMO gap: 9.74 eV
F_max: 3.5 eV/A
HOMO energy: -9.76 eV
total charge: 0

=====

Entry 3:
# C3H6N2P

An isolated ion of composition C3H6N2P and charge +1 in a non-equilibrium geometry (ωB97M-V with the def2-TZVPD basis set, OMol25).

```
12
Properties=species:S:1:pos:R:3:forces:R:3:nbo_charge:R:1
H 2.6750 -0.0589 0.4771 0.0 -0.1 0.2 -0.02
P 2.7589 -0.8554 -0.6868 -0.4 0.0 0.2 0.52
C 1.1024 -0.8368 -0.9124 1.7 0.2 -0.6 -0.25
C 0.0346 -0.7588 -1.8026 0.2 -1.8 0.9 0.14
N -0.2507 -0.4088 -0.6077 -1.1 1.5 -0.5 -0.04
N -0.9527 0.5023 0.0027 -1.1 1.3 0.5 -0.34
C -0.7635 0.5905 1.4767 -3.4 -2.1 -1.7 -0.40
H -0.3789 -0.9077 -2.7491 -0.6 0.3 -1.3 0.27
H -1.8022 0.9252 -0.4674 1.5 -1.1 0.5 0.43
H -1.5828 -0.0801 1.8891 1.7 0.2 0.2 0.23
H 0.2477 0.3616 1.5955 1.3 -0.4 1.1 0.22
H -1.0878 1.5270 1.7849 0.1 2.0 0.5 0.24
```
Positions in Å, forces in eV/Å.

energy above the lowest of the compared OMol25 structures with the same formula, charge and spin: 2.941 eV
HOMO-LUMO gap: 7.99 eV
F_max: 4.4 eV/A
HOMO energy: -13.23 eV
total charge: +1

=====

Entry 4:
# C4H6N2O

A 2-piece molecular cluster, C4H6N2O overall in a non-equilibrium geometry (ωB97M-V with the def2-TZVPD basis set, OMol25).

```
13
Properties=species:S:1:pos:R:3:forces:R:3:nbo_charge:R:1
C 2.5561 0.4668 -0.4818 0.5 -0.6 -0.2 -0.33
C 1.4337 0.8853 -1.2028 -0.9 1.5 -0.3 -0.32
C 2.1127 -0.0752 0.6473 -1.2 -1.3 3.1 0.10
C 0.3369 0.7207 -0.4314 1.0 -1.6 1.6 0.09
N -3.4879 -1.0067 0.6856 -3.4 -3.0 1.7 -0.34
N -2.8099 -0.1592 0.2584 1.7 1.8 -1.0 -0.21
O 0.7120 0.0630 0.7941 1.8 1.0 -2.9 -0.44
H 3.5126 0.5372 -0.9424 0.8 -0.2 0.4 0.23
H 1.6148 1.4211 -2.1252 -0.8 -0.2 -0.1 0.23
H 2.5486 -0.6513 1.5110 -0.3 1.0 -1.3 0.21
H -3.3659 -2.0632 0.6529 0.9 0.6 -0.4 0.29
H -4.4517 -0.8907 1.1642 0.8 0.6 -0.3 0.27
H -0.7119 0.7522 -0.5301 -0.8 0.4 -0.3 0.23
```
Positions in Å, forces in eV/Å.

energy above the lowest of the compared OMol25 structures with the same formula, charge and spin: 4.706 eV
HOMO-LUMO gap: 9.19 eV
F_max: 4.8 eV/A
HOMO energy: -8.34 eV
total charge: 0

=====

Entry 5:
# C5H9N

C5H9N in the gas phase in a non-equilibrium geometry (ωB97M-V with the def2-TZVPD basis set, OMol25).

```
15
Properties=species:S:1:pos:R:3:forces:R:3:nbo_charge:R:1
C 2.2261 -0.4755 0.3197 -1.7 -1.8 2.1 -0.05
N 1.1699 -0.7639 -0.3211 1.4 -0.1 -1.1 -0.40
C 0.2128 0.1157 -0.8049 -1.6 0.2 0.6 0.15
C -0.2578 0.0867 -2.0624 0.6 0.4 1.2 -0.44
C -0.6074 0.7990 0.3091 1.9 -0.6 -0.4 -0.43
C -1.3389 -0.2523 1.1645 0.3 -0.1 -0.8 -0.61
H 2.6559 -1.3931 0.7643 0.7 0.6 -0.5 0.17
H 2.4016 0.4133 0.9299 0.3 0.7 -0.9 0.15
H -1.1187 0.7061 -2.2628 0.1 0.0 -0.4 0.20
H 0.2331 -0.5117 -2.8011 0.0 -0.1 -0.5 0.21
H -1.1961 1.5201 -0.2410 -0.7 0.2 0.5 0.21
H 0.1003 1.3289 0.9851 -0.5 0.0 -0.5 0.20
H -0.6143 -0.8054 1.7935 -0.5 0.7 0.2 0.21
H -1.7436 -1.0648 0.5406 -0.3 0.6 0.0 0.21
H -2.1230 0.2969 1.6864 0.0 -0.6 0.5 0.21
```
Positions in Å, forces in eV/Å.

energy above the lowest of the compared OMol25 structures with the same formula, charge and spin: 2.048 eV
HOMO-LUMO gap: 9.33 eV
F_max: 3.2 eV/A
HOMO energy: -8.62 eV
total charge: 0

=====

Entry 6:
# C40H80O20

A 10-piece molecular cluster, C40H80O20 overall in a non-equilibrium geometry (ωB97M-V with the def2-TZVPD basis set, OMol25).

```
140
Properties=species:S:1:pos:R:3:forces:R:3:lowdin_charge:R:1
C 3.6756 -1.0634 -2.1279 -0.3 -0.6 -0.3 -0.06
C 4.2301 -2.4619 -1.8600 -0.2 0.2 0.7 -0.18
O 4.6780 -3.2047 -3.0342 0.6 1.5 1.4 0.01
C 3.7926 -3.9484 -3.6509 -2.7 -0.7 -1.2 -0.55
C 4.3428 -4.4765 -4.9398 0.7 -0.3 0.3 0.02
O 2.6154 -4.1433 -3.3426 1.8 0.7 0.3 0.07
H 4.3174 -0.5123 -2.8153 -0.2 -0.2 -0.4 0.08
H 3.7075 -0.4676 -1.2158 -0.2 -0.3 0.2 0.06
H 2.6397 -1.1535 -2.4547 0.0 0.4 -0.3 0.06
H 5.0334 -2.2445 -1.1561 0.7 -0.9 -0.5 0.12
H 3.5357 -3.1287 -1.3489 -0.2 0.3 0.0 0.12
H 4.1336 -3.7743 -5.7469 -0.2 0.0 0.0 0.09
H 3.9083 -5.4563 -5.1379 0.0 0.2 -0.1 0.09
H 5.4260 -4.5329 -4.8317 0.0 -0.2 -0.3 0.09
C -2.9803 2.7964 -5.1599 -0.2 -0.2 0.7 -0.07
C -2.2657 4.0374 -4.6919 -0.4 0.7 0.7 -0.16
O -2.2268 3.9997 -3.1887 -0.4 -0.9 -2.4 0.00
C -1.7747 5.0246 -2.5229 1.4 1.8 2.2 -0.53
C -1.9938 4.7858 -0.9902 0.1 0.3 -0.7 0.04
O -1.2224 6.0342 -2.9505 -0.9 -1.6 -0.1 0.07
H -3.9283 2.6403 -4.6451 -0.1 0.4 0.2 0.08
H -2.4088 1.9132 -4.8747 0.2 0.0 -0.7 0.05
H -3.2443 2.8905 -6.2133 0.5 -0.3 -0.1 0.09
H -1.2757 4.1633 -5.1303 0.2 -0.3 0.4 0.12
H -2.8142 4.9284 -4.9975 -0.1 0.1 0.3 0.12
H -1.3151 4.0668 -0.5313 0.2 -0.2 -0.5 0.07
H -2.9930 4.3794 -0.8334 -0.1 0.2 0.0 0.07
H -1.8270 5.7103 -0.4374 -0.2 0.1 -0.2 0.08
C 2.1543 1.2772 0.7167 -0.3 1.2 1.0 -0.05
C 0.6293 1.3013 0.7347 1.2 -0.8 0.5 -0.22
O 0.1627 0.2285 -0.0672 -0.7 -0.9 0.0 -0.02
C 0.1274 -1.0194 0.4462 -0.4 -1.2 3.5 -0.45
C -0.5272 -2.0028 -0.4937 -0.1 0.8 -0.4 0.05
O 0.4667 -1.3782 1.6093 -0.4 1.9 -3.4 0.04
H 2.6601 0.4798 1.2612 -0.5 -0.5 -0.3 0.06
H 2.3342 2.1383 1.3605 0.8 0.5 -0.3 0.06
H 2.5820 1.4217 -0.2754 -0.1 0.0 0.1 0.07
H 0.2501 1.2375 1.7547 0.0 -0.4 0.0 0.12
H 0.2482 2.2545 0.3682 -0.1 -0.3 -0.6 0.10
H 0.2850 -2.5093 -1.0151 -0.3 -0.3 -0.2 0.10
H -1.1612 -1.4460 -1.1838 0.4 -0.1 -0.2 0.06
H -1.2076 -2.7058 -0.0132 0.6 0.0 0.4 0.09
C 4.6860 -1.3225 2.9904 -1.3 -0.9 0.9 -0.05
C 3.6260 -2.4605 2.7042 0.8 2.1 0.2 -0.19
O 4.2775 -3.7228 2.7247 0.3 1.1 -2.0 0.00
C 4.1246 -4.6080 3.6665 -1.9 -1.4 1.3 -0.54
C 4.8506 -5.9111 3.2980 0.1 1.0 0.6 0.03
O 3.3869 -4.4600 4.6337 1.1 -0.2 -0.9 0.07
H 5.5038 -1.1935 2.2814 -0.4 -0.3 -0.3 0.07
H 5.1361 -1.4874 3.9693 0.0 0.0 0.1 0.07
H 4.0860 -0.4172 3.0828 0.2 0.3 -0.2 0.06
H 2.7370 -2.3817 3.3300 0.5 -0.4 0.7 0.12
H 3.1696 -2.1890 1.7523 0.4 -1.0 -0.6 0.10
H 5.4006 -5.8115 2.3622 -0.2 0.0 0.1 0.08
H 4.1317 -6.7297 3.2621 0.1 0.1 0.1 0.09
H 5.5717 -6.0571 4.1022 0.0 -0.4 0.0 0.08
C -8.5824 -2.2178 1.3427 0.2 -0.2 1.1 -0.07
C -7.7925 -1.2767 2.2948 -0.7 -0.5 -1.5 -0.20
O -6.4475 -1.1120 1.7854 0.8 -0.1 0.6 -0.04
C -5.4392 -1.9565 2.1584 -0.9 -2.0 2.0 -0.48
C -4.0881 -1.5358 1.6782 0.1 1.2 -0.8 0.02
O -5.6043 -2.9776 2.8397 -0.1 2.3 -1.5 0.07
H -8.2241 -3.2471 1.3242 0.5 0.2 -0.1 0.07
H -8.5827 -1.7791 0.3449 0.0 -0.2 0.1 0.08
H -9.6001 -2.3296 1.7169 -0.2 0.4 -0.1 0.07
H -8.2880 -0.3215 2.1209 0.5 0.3 0.3 0.11
H -7.8483 -1.4871 3.3628 0.4 -0.4 -0.2 0.12
H -3.2837 -1.5355 2.4137 -0.3 -0.7 0.2 0.10
H -4.0799 -0.5010 1.3358 -0.3 0.0 -0.2 0.05
H -3.8401 -2.1363 0.8030 0.2 -0.2 0.1 0.09
C 0.3501 -6.3033 6.7452 0.3 1.2 -0.7 -0.05
C 0.4306 -6.6151 5.2673 0.3 -1.9 -0.4 -0.25
O -0.2292 -5.6936 4.4808 -1.1 1.4 0.3 -0.02
C -0.2334 -5.7903 3.1690 1.5 0.7 -2.5 -0.52
C -0.8198 -4.4992 2.6428 -0.1 0.0 0.2 0.02
O 0.3123 -6.6096 2.4193 -1.1 0.7 2.3 0.07
H -0.5351 -5.7115 6.9781 -0.4 -0.6 0.0 0.08
H 1.1407 -5.5687 6.8980 0.3 -0.3 0.6 0.07
H 0.4499 -7.2098 7.3421 0.0 0.3 0.1 0.08
H 1.4506 -6.5881 4.8839 0.3 -0.7 0.4 0.12
H -0.0846 -7.5380 5.0010 0.6 -0.7 0.4 0.13
H -0.9067 -3.7719 3.4500 -0.1 -0.1 0.0 0.08
H -1.8145 -4.7104 2.2504 0.1 0.2 -0.4 0.09
H -0.1145 -4.0748 1.9282 -0.4 -0.2 -0.3 0.07
C 0.8917 1.6181 -3.2910 0.4 0.1 0.5 -0.03
C 2.2130 2.0771 -3.9326 -1.5 -1.5 0.4 -0.19
O 2.2847 3.4776 -3.7627 0.5 -0.5 1.2 0.02
C 2.2164 4.2531 -4.7901 -0.3 1.1 -5.5 -0.55
C 2.1515 5.7102 -4.5088 0.3 0.1 1.1 0.02
O 2.2060 3.9250 -6.0051 0.0 -0.4 3.2 0.04
H 0.0228 2.0279 -3.8059 0.0 -0.4 -0.4 0.07
H 0.7611 1.9551 -2.2627 0.4 0.4 0.2 0.06
H 0.8915 0.5345 -3.1731 -0.4 0.0 -0.6 0.06
H 3.0330 1.5634 -3.4308 0.3 0.5 0.0 0.11
H 2.1986 1.7567 -4.9744 0.2 0.5 -0.1 0.12
H 2.8924 5.9118 -3.7352 0.2 0.4 -0.1 0.09
H 1.2090 5.9776 -4.0312 -0.3 0.0 -0.3 0.07
H 2.3397 6.2584 -5.4320 -0.1 0.0 0.3 0.10
C 1.7894 3.4896 4.1834 0.6 0.6 -0.6 -0.05
C 2.4857 4.8419 3.8386 -0.8 -1.4 0.8 -0.21
O 2.7728 4.9198 2.4729 -0.9 0.4 -2.9 -0.03
C 1.8225 5.2097 1.5402 -2.5 1.6 -0.7 -0.44
C 2.3400 5.2656 0.0754 0.6 -0.7 1.4 0.03
O 0.6186 5.4977 1.7367 3.3 -1.2 0.6 0.04
H 0.8459 3.3850 3.6478 -0.2 0.4 0.3 0.04
H 1.6489 3.4329 5.2628 -0.1 -0.2 -0.1 0.08
H 2.3698 2.6438 3.8147 0.4 0.0 0.3 0.07
H 1.8327 5.6491 4.1705 0.3 0.3 -0.1 0.12
H 3.5033 4.8887 4.2264 -0.4 0.1 0.7 0.13
H 1.8946 6.0683 -0.5124 -0.2 -0.1 0.4 0.09
H 2.1063 4.2938 -0.3593 -0.1 0.0 -0.2 0.07
H 3.4272 5.3443 0.0736 0.0 0.1 -0.1 0.08
C 0.9571 -1.7296 -5.2197 1.2 -0.6 -0.9 -0.08
C -0.1180 -2.2813 -4.3388 0.2 0.0 -0.9 -0.21
O -0.8694 -1.1499 -3.8683 -0.2 -0.2 0.6 -0.02
C -2.1015 -1.3699 -3.4148 -1.9 -1.8 0.2 -0.52
C -2.8788 -0.0905 -3.0952 0.6 -0.4 0.2 0.03
O -2.6190 -2.4933 -3.2923 1.5 2.4 -0.3 0.06
H 1.3229 -2.5975 -5.7685 0.1 -0.1 -0.3 0.08
H 1.8693 -1.4009 -4.7217 -0.3 0.3 0.5 0.06
H 0.6883 -0.9802 -5.9641 -0.4 0.0 0.2 0.09
H -0.7627 -2.9501 -4.9091 -0.3 0.2 0.1 0.13
H 0.3833 -2.9218 -3.6132 -0.5 0.4 0.8 0.11
H -3.4279 0.2547 -3.9712 -0.1 -0.3 0.0 0.07
H -2.2322 0.7360 -2.8003 0.1 -0.1 0.1 0.07
H -3.5678 -0.3331 -2.2862 0.0 0.1 -0.2 0.09
C -1.8129 3.9503 4.1259 -1.4 1.4 -1.3 -0.05
C -2.0809 4.0971 2.5621 0.7 -1.8 1.4 -0.17
O -3.3634 3.5095 2.1906 0.3 -0.1 -0.2 -0.03
C -3.4657 2.4490 1.3663 1.0 -1.7 0.0 -0.52
C -4.9022 2.2330 0.9593 0.7 0.7 0.3 0.02
O -2.5715 1.6667 1.0373 -0.8 1.8 0.7 0.07
H -2.6975 4.3788 4.5970 0.0 -0.1 0.4 0.07
H -0.9693 4.5879 4.3904 0.1 -0.1 -0.1 0.06
H -1.6704 2.9320 4.4877 0.0 0.0 -0.4 0.08
H -2.1320 5.1034 2.1464 0.4 -0.1 0.5 0.12
H -1.2564 3.4915 2.1857 -0.2 0.3 -1.0 0.08
H -5.1797 3.1349 0.4137 -0.3 -0.2 -0.3 0.09
H -5.4776 2.2471 1.8850 -0.3 -0.3 -0.2 0.10
H -4.9869 1.3201 0.3698 -0.2 0.2 0.2 0.08
```
Positions in Å, forces in eV/Å.

energy above the lowest of the compared OMol25 structures with the same formula, charge and spin: 2.279 eV
HOMO-LUMO gap: 10.15 eV
F_max: 5.6 eV/A
HOMO energy: -9.74 eV
total charge: 0

=====

> The highest F_max belongs to which entry?

C6H27N5O2PRbTi